Below is C4H6ClN in the gas phase at a distorted geometry, with properties calculated with ωB97M-V/def2-TZVPD.

Last column: Mulliken charge in e.
Geometry (Å):
H -0.057 2.701 1.341  0.25
N -0.044 2.044 0.504  -0.53
C -0.019 0.898 0.984  0.39
Cl 0.500 0.665 2.618  -0.21
C -0.018 -0.332 -0.010  0.66
C 0.573 -1.487 0.387  -0.99
C -0.563 -0.141 -1.382  -1.18
H 0.765 -2.096 -0.437  0.29
H 1.072 -1.804 1.266  0.33
H -0.581 0.850 -1.623  0.41
H -1.627 -0.625 -1.529  0.22
H -0.001 -0.672 -2.120  0.35

Properties
- Multiplicity: 1
- HOMO-LUMO gap: 10.28 eV
- Energy relative to the best compared isomer or geometry (same formula, charge and spin): 110.8 kJ/mol

Below is C17H24N2O2 in the gas phase at a distorted geometry, with properties calculated with ωB97M-V/def2-TZVPD.

Last column: Mulliken charge in e.
Geometry (Å):
C -3.982 -2.086 -0.248  -0.85
C -3.026 -2.554 0.840  -0.31
O -1.686 -2.651 0.370  -0.45
C -0.996 -1.517 0.236  0.16
N -1.552 -0.364 0.552  -0.20
C -0.869 0.774 0.446  -0.28
C -1.621 2.013 0.819  -1.60
C -2.043 2.830 -0.415  1.05
C -3.005 2.026 -1.286  -1.48
C -2.690 4.140 0.026  -1.64
C 0.444 0.787 -0.014  1.33
C 1.048 -0.420 -0.365  0.49
C 0.333 -1.609 -0.238  0.10
C 0.898 -2.858 -0.559  0.04
N 1.375 -3.867 -0.823  -0.63
C 2.459 -0.339 -0.839  -1.47
C 3.281 0.540 0.127  1.61
C 4.616 0.917 -0.523  -1.80
C 3.524 -0.227 1.432  -1.65
O 2.598 1.751 0.467  -0.44
C 1.342 1.984 -0.131  -0.81
H -3.906 -2.734 -1.118  0.30
H -5.002 -2.114 0.127  0.38
H -3.740 -1.068 -0.541  0.07
H -3.273 -3.567 1.165  0.35
H -3.060 -1.869 1.693  0.31
H -2.514 1.713 1.369  0.47
H -1.002 2.636 1.468  0.50
H -1.149 3.060 -1.004  0.19
H -3.293 2.599 -2.164  0.48
H -3.904 1.778 -0.725  0.31
H -2.540 1.100 -1.618  0.29
H -1.998 4.732 0.621  0.39
H -2.986 4.727 -0.839  0.41
H -3.576 3.942 0.626  0.35
H 2.912 -1.328 -0.913  0.66
H 2.472 0.119 -1.833  0.40
H 5.203 1.512 0.171  0.40
H 4.445 1.507 -1.421  0.40
H 5.174 0.023 -0.788  0.37
H 2.577 -0.530 1.872  0.35
H 4.127 -1.112 1.247  0.38
H 4.041 0.417 2.138  0.41
H 1.467 2.246 -1.197  0.21
H 0.941 2.854 0.392  0.41

Properties
- Multiplicity: 1
- HOMO-LUMO gap: 9.33 eV
- Energy relative to the best compared isomer or geometry (same formula, charge and spin): 148.8 kJ/mol

Below is a molecular structure, C27H30BrN5O4SiW, with properties calculated with ωB97M-V/def2-TZVPD.

Last column: Mulliken charge in e.
Geometry (Å):
W -0.333 0.212 -0.179  2.00
C -3.814 2.410 -1.548  -1.65
C -2.526 2.321 -0.816  0.83
O -1.959 1.162 -0.802  -0.45
C -1.923 3.398 -0.207  -1.50
C -0.636 3.324 0.299  1.54
C -0.032 4.576 0.844  -1.51
N 0.111 2.180 0.308  0.54
N 1.405 2.458 0.745  -0.99
C 2.049 1.376 0.937  0.45
O 1.363 0.237 0.688  0.23
C 3.417 1.254 1.412  0.50
C 4.020 0.000 1.514  -0.16
C 5.324 -0.097 1.966  -0.86
C 6.024 1.049 2.317  -0.44
C 5.424 2.299 2.218  -0.79
C 4.123 2.407 1.767  -0.59
H -4.385 1.490 -1.430  0.33
H -3.594 2.537 -2.612  0.36
H -4.397 3.266 -1.219  0.46
H -2.430 4.349 -0.191  0.50
H -0.772 5.370 0.862  0.47
H 0.814 4.878 0.225  0.32
H 0.365 4.409 1.844  0.35
H 3.469 -0.891 1.242  0.37
H 5.798 -1.065 2.047  0.45
H 7.043 0.968 2.671  0.42
H 5.974 3.188 2.494  0.44
H 3.646 3.374 1.685  0.49
C -2.082 -1.839 -3.126  -1.44
C -2.489 -2.036 -1.703  0.56
C -3.535 -2.878 -1.328  -0.93
C -3.889 -2.991 0.003  -0.81
C -3.217 -2.274 0.991  -0.72
C -2.183 -1.479 0.557  1.07
N -1.836 -1.380 -0.741  0.10
N -1.331 -0.604 1.238  0.15
Si -1.560 -0.123 3.003  -0.11
C -3.244 0.682 2.995  -0.96
C -1.504 -1.631 4.096  -1.17
C -0.197 1.058 3.434  -0.76
H -2.900 -2.104 -3.793  0.56
H -1.238 -2.487 -3.377  0.21
H -1.798 -0.806 -3.316  0.29
H -4.075 -3.424 -2.088  0.57
H -4.711 -3.637 0.284  0.49
H -3.505 -2.335 2.029  0.47
H -4.057 -0.033 3.125  0.36
H -3.428 1.243 2.075  0.24
H -3.308 1.395 3.821  0.44
H -2.021 -2.499 3.688  0.38
H -1.995 -1.378 5.040  0.44
H -0.483 -1.923 4.345  0.34
H -0.288 2.024 2.939  0.13
H 0.800 0.653 3.251  0.16
H -0.273 1.240 4.510  0.58
Br 0.841 -2.821 1.852  0.00
C 1.228 -2.769 0.022  -0.09
C 1.961 -3.831 -0.498  -0.64
C 2.324 -3.819 -1.828  -0.68
C 1.949 -2.733 -2.609  -0.53
C 1.215 -1.734 -2.021  0.78
N 0.831 -1.734 -0.724  0.43
C 0.813 -0.529 -2.808  -0.14
O 1.052 -0.367 -3.959  -0.53
O 0.158 0.361 -2.040  -0.98
H 2.242 -4.642 0.158  0.53
H 2.902 -4.632 -2.246  0.48
H 2.213 -2.635 -3.653  0.62

Properties
- Total charge: +2
- Multiplicity: 1
- HOMO-LUMO gap: 6.36 eV
- Energy relative to the best compared isomer or geometry (same formula, charge and spin): 0.0 kJ/mol

Below is 9 unconnected molecules or ions with the total composition H17O9 at a distorted geometry, with properties calculated with ωB97M-V/def2-TZVPD.

Last column: Mulliken charge in e.
Geometry (Å):
O 25.659 36.264 31.097  -0.99
H 25.247 35.475 31.516  0.24
O 27.078 34.696 32.895  -0.65
H 26.621 35.193 32.047  0.41
H 26.548 34.810 33.737  0.25
O 23.667 35.180 29.275  -0.74
H 24.446 35.649 29.662  0.42
H 24.064 34.603 28.596  0.29
O 22.065 35.710 31.259  -0.69
H 22.550 36.177 31.858  0.32
H 22.547 35.505 30.443  0.45
O 27.916 37.726 31.723  -0.65
H 27.210 37.117 31.538  0.43
H 27.752 38.036 32.620  0.29
O 25.182 38.088 29.343  -0.67
H 24.593 38.615 29.881  0.30
H 25.387 37.279 29.775  0.18
O 24.121 37.142 32.955  -0.73
H 24.283 36.574 33.768  0.29
H 24.765 36.888 32.405  0.31
O 27.398 35.227 29.318  -0.71
H 27.135 34.331 29.463  0.26
H 26.785 35.905 29.861  0.40
O 24.546 32.898 32.774  -0.60
H 25.010 32.308 32.157  0.31
H 24.886 32.861 33.692  0.29

Properties
- Total charge: -1
- Multiplicity: 1
- HOMO-LUMO gap: 9.54 eV
- Energy relative to the best compared isomer or geometry (same formula, charge and spin): 206.5 kJ/mol

Below is a gas-phase ion, C4H6N3 (charge +1) at a distorted geometry, with properties calculated with ωB97M-V/def2-TZVPD.

Last column: Mulliken charge in e.
Geometry (Å):
C -0.442 -1.392 0.142  -0.63
N -1.351 -0.698 -0.322  -0.17
C -2.050 0.330 -0.048  -0.06
C -1.384 1.550 -0.079  -0.32
N -0.102 1.511 0.001  -0.14
C 0.778 0.674 -0.094  0.48
N 2.040 0.307 -0.248  -0.39
H 0.069 -1.997 -0.519  0.46
H -0.176 -1.477 1.262  0.36
H -3.084 0.486 -0.017  0.39
H -1.632 2.587 -0.041  0.44
H 2.611 0.653 -1.076  0.29
H 2.458 -0.550 0.198  0.30

Properties
- Total charge: +1
- Multiplicity: 1
- HOMO-LUMO gap: 7.62 eV
- Energy relative to the best compared isomer or geometry (same formula, charge and spin): 389.5 kJ/mol

Below is 2 unconnected molecules or ions with the total composition C27H26IN2O5 at a distorted geometry, with properties calculated with ωB97M-V/def2-TZVPD.

Last column: Mulliken charge in e.
Geometry (Å):
C -5.336 1.481 2.635  -0.81
O -5.076 0.085 2.902  -0.45
C -3.785 -0.350 2.943  0.87
C -3.585 -1.683 3.366  -0.85
C -2.301 -2.179 3.435  -0.77
C -1.187 -1.405 3.131  0.02
C 0.185 -2.083 3.230  1.30
C 1.440 -1.244 2.850  -0.03
C 2.488 -1.941 2.243  -0.42
C 3.729 -1.359 2.078  -0.97
C 3.925 -0.022 2.495  0.92
O 5.214 0.421 2.478  -0.42
C 5.467 1.819 2.749  -0.80
C 2.836 0.725 3.003  -1.19
C 1.618 0.081 3.229  -0.36
C -1.385 -0.110 2.655  -0.84
C -2.666 0.436 2.587  -0.88
H -6.428 1.542 2.633  0.25
H -4.915 2.123 3.426  0.34
H -4.937 1.785 1.655  0.32
H -4.436 -2.286 3.669  0.47
H -2.162 -3.202 3.763  0.63
H 0.157 -2.929 2.518  0.84
H 2.325 -2.975 1.934  0.41
H 4.579 -1.918 1.694  0.43
H 6.554 1.906 2.741  0.25
H 5.031 2.452 1.962  0.34
H 5.068 2.118 3.727  0.32
H 2.952 1.774 3.284  0.34
H 0.821 0.633 3.728  0.68
H -0.543 0.484 2.312  0.88
H -2.801 1.456 2.224  0.37
C 0.650 -6.212 5.658  -1.05
N 0.944 -4.806 5.557  0.07
C -0.026 -4.004 4.933  0.11
O -1.162 -4.497 4.817  -0.60
C 0.428 -2.706 4.491  0.17
I -2.087 -1.456 6.746  0.26
C -1.199 -0.697 8.468  0.25
C -0.900 0.670 8.573  -0.30
C -0.415 1.167 9.792  -0.53
C -0.221 0.305 10.879  -0.39
C -0.488 -1.064 10.749  -0.55
C -0.965 -1.576 9.536  -0.40
C 1.311 -2.114 5.481  -0.18
O 1.278 -0.960 5.922  -0.53
N 2.363 -2.969 5.860  0.29
C 3.630 -2.382 6.231  -0.97
C 2.261 -4.369 5.793  0.81
O 3.203 -5.131 5.983  -0.58
H 1.579 -6.719 5.903  0.44
H -0.094 -6.366 6.445  0.32
H 0.247 -6.585 4.714  0.34
H -1.054 1.314 7.716  0.39
H -0.189 2.229 9.886  0.37
H 0.143 0.699 11.830  0.37
H -0.325 -1.741 11.586  0.37
H -1.173 -2.632 9.408  0.37
H 4.339 -3.200 6.348  0.42
H 3.965 -1.694 5.439  0.24
H 3.519 -1.822 7.166  0.29

Properties
- Total charge: +1
- Multiplicity: 1
- HOMO-LUMO gap: 4.03 eV
- Energy relative to the best compared isomer or geometry (same formula, charge and spin): 31.1 kJ/mol

Below is 3 unconnected molecules or ions with the total composition C6H8O2S at a distorted geometry, with properties calculated with ωB97M-V/def2-TZVPD.

Last column: Mulliken charge in e.
Geometry (Å):
C 2.253 -0.840 1.486  -0.48
C 3.219 -1.764 0.824  -0.47
C 2.471 -2.497 -0.050  -0.25
O 1.140 -2.172 0.045  -0.22
C 1.024 -1.118 0.995  -0.20
H 2.433 -0.136 2.234  0.44
H 4.261 -1.590 0.815  0.38
H 2.723 -3.381 -0.615  0.38
H 0.010 -0.724 1.150  0.44
C 0.878 2.000 -1.376  -0.39
C 1.541 3.173 -1.565  -0.48
H 0.237 1.761 -0.605  0.27
H 0.920 1.195 -2.189  0.15
H 1.377 3.896 -0.813  0.23
H 2.272 3.459 -2.377  0.23
O -2.394 -1.268 0.317  -0.32
S -2.138 -1.814 -1.051  0.30

Properties
- Multiplicity: 1
- HOMO-LUMO gap (spin up / spin down): 7.39 / 7.35 eV
- Energy relative to the best compared isomer or geometry (same formula, charge and spin): 287.6 kJ/mol

Below is 2 unconnected molecules or ions with the total composition C6H14FNO4P at a distorted geometry, with properties calculated with ωB97M-V/def2-TZVPD.

Last column: Mulliken charge in e.
Geometry (Å):
O 3.341 -0.590 1.133  -0.70
P 2.520 0.121 0.095  0.54
N 3.383 1.201 -0.918  -0.47
C 3.889 2.377 -0.186  0.27
F 4.837 2.976 -1.060  -0.32
C 2.783 3.458 0.091  0.40
O 2.482 4.182 -0.872  -0.69
O 2.244 3.627 1.229  -0.72
H 1.391 0.740 0.698  0.11
H 1.998 -0.884 -0.783  0.02
H 4.224 0.703 -1.235  0.30
H 4.471 2.108 0.731  0.27
C -2.816 -3.101 0.653  -1.05
C -2.088 -1.874 1.177  -0.35
O -1.282 -1.239 0.203  -0.36
C -1.955 -0.719 -0.930  -0.29
C -2.957 0.371 -0.591  -1.09
H -2.119 -3.778 0.154  0.29
H -3.303 -3.634 1.472  0.38
H -3.586 -2.830 -0.073  0.26
H -1.412 -2.181 1.977  0.32
H -2.791 -1.159 1.619  0.31
H -2.429 -1.527 -1.499  0.27
H -1.182 -0.297 -1.575  0.35
H -3.812 -0.028 -0.039  0.26
H -3.338 0.836 -1.502  0.39
H -2.495 1.139 0.032  0.31

Properties
- Total charge: -1
- Multiplicity: 1
- HOMO-LUMO gap: 6.98 eV